1.
ORCA calculation (wB97M-V/def2-TZVPD) on a cluster of 2 separate species, C5H10O in total.

Highest occupied orbital energy in eV: -8.90
Spin multiplicity: 1
M in Da: 86.13
Structure (SMILES): C/C=C1/CO1.C
LUMO in eV: 1.03
Energy above the lowest of the compared OMol25 structures with the same formula, charge and spin in kcal/mol: 54.9
Maximum force in eV/Å: 0.34
Total energy in eV: -7392.3849

Bonds (Å) are listed after each position.
Element x y z (Å)
1 C -0.60 1.78 -1.89  H7 1.093, H8 1.094, H9 1.092, H14 1.094
2 C -0.44 -0.53 0.85  C3 1.502, C4 1.320, H10 1.087
3 C -1.35 -1.13 -0.18  C2 1.502, H11 1.095, H12 1.096, H13 1.094
4 C 0.86 -0.72 0.87  C2 1.320, C5 1.433, O6 1.358
5 C 2.21 -0.62 1.35  C4 1.433, O6 1.462, H15 1.088, H16 1.088
6 O 1.82 -1.36 0.15  C4 1.358, C5 1.462
7 H -0.16 2.69 -2.29  C1 1.093
8 H -1.61 1.98 -1.54  C1 1.094
9 H -0.64 1.02 -2.68  C1 1.092
10 H -0.88 0.07 1.65  C2 1.087
11 H -2.04 -0.38 -0.60  C3 1.095
12 H -1.96 -1.94 0.25  C3 1.096
13 H -0.77 -1.55 -1.01  C3 1.094
14 H 0.00 1.40 -1.06  C1 1.094
15 H 2.81 0.26 1.16  C5 1.088
16 H 2.54 -1.25 2.18  C5 1.088

2.
ORCA calculation (wB97M-V/def2-TZVPD) on a cluster of 2 separate species, C5H10O in total.

Highest occupied orbital energy in eV: -9.00
Spin multiplicity: 1
M in Da: 86.13
Structure (SMILES): C=C=O.CCC
LUMO in eV: 0.98
Energy above the lowest of the compared OMol25 structures with the same formula, charge and spin in kcal/mol: 52.7
Maximum force in eV/Å: 1.56
Total energy in eV: -7392.4799

Bonds (Å) are listed after each position.
Element x y z (Å)
1 C -1.25 0.28 -0.84  C2 1.542, H7 1.096, H8 1.099, H9 1.099
2 C -0.46 -0.52 0.22  C1 1.542, C3 1.517, H10 1.088, H16 1.114
3 C -0.80 -0.08 1.63  C2 1.517, H11 1.097, H12 1.094, H13 1.092
4 C 1.52 0.67 -0.22  O5 1.172, C6 1.325
5 O 1.34 1.55 0.54  C4 1.172
6 C 2.05 -0.19 -1.07  C4 1.325, H14 1.083, H15 1.074
7 H -0.98 0.04 -1.88  C1 1.096
8 H -1.18 1.37 -0.72  C1 1.099
9 H -2.31 0.01 -0.72  C1 1.099
10 H -0.65 -1.58 0.05  C2 1.088
11 H -0.60 0.98 1.78  C3 1.097
12 H -0.21 -0.64 2.36  C3 1.094
13 H -1.86 -0.26 1.82  C3 1.092
14 H 1.49 -0.98 -1.58  C6 1.083
15 H 3.07 0.03 -1.34  C6 1.074
16 H 0.64 -0.66 0.17  C2 1.114

3.
ORCA calculation (wB97M-V/def2-TZVPD) on a cluster of 2 separate species, C5H10O in total.

Highest occupied orbital energy in eV: -9.39
Spin multiplicity: 1
M in Da: 86.13
Structure (SMILES): C=C=O.CCC
LUMO in eV: 0.94
Energy above the lowest of the compared OMol25 structures with the same formula, charge and spin in kcal/mol: 27.0
Maximum force in eV/Å: 1.09
Total energy in eV: -7393.5961

Bonds (Å) are listed after each position.
Element x y z (Å)
1 C -1.34 0.20 -0.72  C2 1.529, H7 1.096, H8 1.097, H9 1.096
2 C -0.76 -0.72 0.35  C1 1.529, C3 1.526, H10 1.097, H16 1.097
3 C -0.96 -0.18 1.76  C2 1.526, H11 1.096, H12 1.095, H13 1.096
4 C 1.99 0.84 -0.44  O5 1.168, C6 1.313
5 O 1.62 1.67 0.30  C4 1.168
6 C 2.41 -0.09 -1.27  C4 1.313, H14 1.082, H15 1.081
7 H -1.09 -0.13 -1.74  C1 1.096
8 H -0.96 1.22 -0.61  C1 1.097
9 H -2.43 0.25 -0.64  C1 1.096
10 H -1.22 -1.72 0.26  C2 1.097
11 H -0.50 0.82 1.85  C3 1.096
12 H -0.49 -0.83 2.50  C3 1.095
13 H -2.02 -0.09 2.00  C3 1.096
14 H 1.72 -0.85 -1.60  C6 1.082
15 H 3.44 -0.08 -1.61  C6 1.081
16 H 0.31 -0.88 0.18  C2 1.097

4.
ORCA calculation (wB97M-V/def2-TZVPD) on a cluster of 2 separate species, C5H10O in total.

Highest occupied orbital energy in eV: -9.39
Spin multiplicity: 1
M in Da: 86.13
Structure (SMILES): C/C=C/C.C=O
LUMO in eV: 1.02
Energy above the lowest of the compared OMol25 structures with the same formula, charge and spin in kcal/mol: 36.2
Maximum force in eV/Å: 0.46
Total energy in eV: -7393.1936

Bonds (Å) are listed after each position.
Element x y z (Å)
1 C -0.79 1.83 -0.68  C2 1.499, H7 1.096, H8 1.098, H9 1.096
2 C -0.59 0.35 -0.66  C1 1.499, C3 1.332, H10 1.092
3 C 0.59 -0.26 -0.68  C2 1.332, C4 1.496, H12 1.092
4 C 0.81 -1.74 -0.72  C3 1.496, H11 1.094, H13 1.096, H14 1.095
5 O 0.35 -1.26 2.30  C6 1.205
6 C -0.03 -0.13 2.08  O5 1.205, H15 1.109, H16 1.108
7 H -1.32 2.13 -1.59  C1 1.096
8 H -1.39 2.18 0.18  C1 1.098
9 H 0.17 2.36 -0.66  C1 1.096
10 H -1.49 -0.27 -0.62  C2 1.092
11 H 1.31 -1.99 -1.66  C4 1.094
12 H 1.50 0.34 -0.73  C3 1.092
13 H 1.45 -2.08 0.11  C4 1.096
14 H -0.13 -2.30 -0.65  C4 1.095
15 H -1.10 0.13 2.00  C6 1.109
16 H 0.67 0.72 1.96  C6 1.108

5.
ORCA calculation (wB97M-V/def2-TZVPD) on an isolated molecule of C5H10O.

Highest occupied orbital energy in eV: -10.09
Spin multiplicity: 1
M in Da: 86.13
Structure (SMILES): OC1CCCC1
LUMO in eV: 1.04
Energy above the lowest of the compared OMol25 structures with the same formula, charge and spin in kcal/mol: 8.6
Maximum force in eV/Å: 1.00
Total energy in eV: -7394.3909

Bonds (Å) are listed after each position.
Element x y z (Å)
1 O 1.46 -0.33 1.58  C2 1.442, H7 0.969
2 C 1.17 -0.25 0.17  O1 1.442, C3 1.538, C6 1.545, H8 1.096
3 C 0.57 1.09 -0.27  C2 1.538, C4 1.538, H9 1.094, H10 1.099
4 C -0.95 0.91 -0.13  C3 1.538, C5 1.537, H11 1.094, H12 1.098
5 C -1.19 -0.52 -0.62  C4 1.537, C6 1.540, H13 1.096, H14 1.100
6 C 0.05 -1.28 -0.10  C2 1.545, C5 1.540, H15 1.089, H16 1.096
7 H 0.85 0.22 2.09  O1 0.969
8 H 2.13 -0.48 -0.30  C2 1.096
9 H 0.99 1.91 0.33  C3 1.094
10 H 0.82 1.31 -1.32  C3 1.099
11 H -1.52 1.67 -0.68  C4 1.094
12 H -1.25 0.99 0.92  C4 1.098
13 H -2.12 -0.95 -0.23  C5 1.096
14 H -1.27 -0.55 -1.72  C5 1.100
15 H -0.09 -1.56 0.94  C6 1.089
16 H 0.32 -2.18 -0.66  C6 1.096

6.
ORCA calculation (wB97M-V/def2-TZVPD) on an isolated molecule of C5H10O.

Highest occupied orbital energy in eV: -9.85
Spin multiplicity: 1
M in Da: 86.13
Structure (SMILES): C[C@H]1CC[C@H]1O
LUMO in eV: 0.93
Energy above the lowest of the compared OMol25 structures with the same formula, charge and spin in kcal/mol: 26.1
Maximum force in eV/Å: 0.82
Total energy in eV: -7393.6344

Bonds (Å) are listed after each position.
Element x y z (Å)
1 C -0.95 0.19 1.46  C2 1.527, H7 1.095, H8 1.094, H9 1.096
2 C 0.32 -0.26 0.73  C1 1.527, C3 1.528, C5 1.561, H10 1.095
3 C 0.19 -1.38 -0.30  C2 1.528, C4 1.548, H11 1.096, H12 1.093
4 C 0.00 -0.33 -1.42  C3 1.548, C5 1.558, H13 1.097, H14 1.095
5 C 0.68 0.69 -0.45  C2 1.561, C4 1.558, O6 1.411, H15 1.100
6 O 0.11 1.98 -0.36  C5 1.411, H16 0.966
7 H -0.64 0.86 2.27  C1 1.095
8 H -1.63 0.77 0.83  C1 1.094
9 H -1.48 -0.66 1.90  C1 1.096
10 H 1.04 -0.57 1.49  C2 1.095
11 H 1.17 -1.85 -0.44  C3 1.096
12 H -0.51 -2.17 -0.01  C3 1.093
13 H 0.51 -0.52 -2.38  C4 1.097
14 H -1.03 -0.04 -1.63  C4 1.095
15 H 1.76 0.75 -0.63  C5 1.100
16 H 0.46 2.53 -1.08  O6 0.966

7.
ORCA calculation (wB97M-V/def2-TZVPD) on an isolated molecule of C5H10O.

Highest occupied orbital energy in eV: -9.45
Spin multiplicity: 1
M in Da: 86.13
Structure (SMILES): C=CCOCC
LUMO in eV: 1.19
Energy above the lowest of the compared OMol25 structures with the same formula, charge and spin in kcal/mol: 37.6
Maximum force in eV/Å: 0.50
Total energy in eV: -7393.1357

Bonds (Å) are listed after each position.
Element x y z (Å)
1 C -2.20 0.94 -0.95  C2 1.523, H7 1.096, H8 1.095, H9 1.097
2 C -0.71 1.15 -0.71  C1 1.523, O3 1.413, H10 1.106, H11 1.098
3 O -0.34 0.24 0.31  C2 1.413, C6 1.409
4 C 1.79 -0.69 0.54  C5 1.332, C6 1.517, H12 1.093
5 C 2.17 -1.13 1.74  C4 1.332, H13 1.092, H14 1.088
6 C 0.40 -0.92 -0.02  O3 1.409, C4 1.517, H15 1.101, H16 1.099
7 H -2.64 1.60 -1.70  C1 1.096
8 H -2.71 1.08 0.01  C1 1.095
9 H -2.37 -0.10 -1.25  C1 1.097
10 H -0.12 1.06 -1.63  C2 1.106
11 H -0.48 2.14 -0.30  C2 1.098
12 H 2.37 0.07 0.02  C4 1.093
13 H 3.05 -0.76 2.28  C5 1.092
14 H 1.54 -1.83 2.28  C5 1.088
15 H 0.36 -1.09 -1.10  C6 1.101
16 H -0.11 -1.76 0.47  C6 1.099

8.
ORCA calculation (wB97M-V/def2-TZVPD) on a cluster of 2 separate species, C5H10O in total.

Highest occupied orbital energy in eV: -8.42
Spin multiplicity: 1
M in Da: 86.13
Structure (SMILES): C/C=C1/CO1.C
LUMO in eV: 0.98
Energy above the lowest of the compared OMol25 structures with the same formula, charge and spin in kcal/mol: 82.0
Maximum force in eV/Å: 0.91
Total energy in eV: -7391.2103

Bonds (Å) are listed after each position.
Element x y z (Å)
1 C -0.58 1.63 -1.46  H7 1.085, H8 1.098, H9 1.092, H14 1.077
2 C -0.37 -0.07 0.68  C3 1.497, C4 1.319, H10 1.086
3 C -1.23 -1.05 -0.05  C2 1.497, H11 1.092, H12 1.097, H13 1.093
4 C 0.94 -0.24 0.68  C2 1.319, C5 1.421, O6 1.371
5 C 2.08 -0.67 1.41  C4 1.421, O6 1.459, H15 1.081, H16 1.088
6 O 1.73 -1.21 0.10  C4 1.371, C5 1.459
7 H -0.15 2.58 -1.76  C1 1.085
8 H -1.58 1.75 -1.02  C1 1.098
9 H -0.62 0.91 -2.28  C1 1.092
10 H -0.81 0.72 1.27  C2 1.086
11 H -2.22 -0.70 -0.34  C3 1.092
12 H -1.35 -1.85 0.69  C3 1.097
13 H -0.72 -1.49 -0.92  C3 1.093
14 H 0.09 1.23 -0.72  C1 1.077
15 H 3.04 -0.18 1.50  C5 1.081
16 H 1.77 -1.35 2.21  C5 1.088